Record 1
C39H58BIN8O2Sr as an isolated structure, computed with wB97M-V/def2-TZVPD.

Computed properties:
gap between HOMO and LUMO	4.3	eV
total charge	-2
E_tot	-2462.91521	hartree

Cartesian coordinates (Å):
Sr: 0.41704 0.41062 -0.23615
C: -3.80877 -2.33155 -0.62373
C: -2.63830 -1.47748 -1.08555
O: -2.02481 -0.83696 0.10360
C: -1.73814 -2.31589 -1.93797
C: -0.36317 -2.49122 -2.02174
C: 0.09444 -3.56757 -2.99094
N: 0.57690 -1.82618 -1.34100
N: 1.87547 -2.28116 -1.54913
C: 2.78414 -1.61725 -0.90592
O: 2.61624 -0.58814 -0.12036
C: 4.17575 -2.14658 -1.04496
C: 4.49411 -3.24403 -1.85003
C: 5.79472 -3.71244 -1.93443
C: 6.82026 -3.09866 -1.21627
C: 6.51509 -2.00504 -0.41699
C: 5.20893 -1.53551 -0.33533
H: -4.49522 -1.76154 0.00255
H: -3.42091 -3.18341 -0.06424
H: -4.35393 -2.70814 -1.49392
H: -2.31162 -3.02439 -2.52785
H: -0.75831 -4.01777 -3.50035
H: 0.65784 -4.33764 -2.46190
H: 0.77656 -3.13388 -3.72362
H: 3.69029 -3.71278 -2.40302
H: 6.01746 -4.56527 -2.56748
H: 7.83778 -3.46672 -1.28456
H: 7.30283 -1.51300 0.14426
H: 4.95013 -0.68151 0.27803
C: 0.86471 -2.93211 3.82362
C: 0.99723 -1.65129 3.00908
C: 2.21086 -0.83180 3.45001
C: -0.26341 -0.83027 3.06812
C: -1.42447 -0.99298 3.83775
C: -2.28022 0.01923 3.42654
C: -3.71379 0.22210 3.82042
C: -3.92584 -0.08100 5.30314
C: -4.62789 -0.64254 2.94597
N: -1.63120 0.73369 2.48615
N: -0.40221 0.21932 2.26490
B: -2.20104 1.90074 1.62322
N: -2.81104 1.40949 0.30825
N: -2.11631 0.52127 -0.52044
C: -3.05496 -0.02703 -1.55731
C: -4.37961 0.47182 -1.04327
C: -4.17259 1.29150 -0.00913
C: -5.18753 2.17641 0.65269
C: -6.61561 1.72239 0.37539
C: -4.97103 3.61766 0.17698
C: -2.71971 0.38952 -2.97718
C: -3.63433 -0.33385 -3.96192
C: -2.78843 1.90226 -3.15441
N: -1.10603 3.02858 1.54131
N: 0.00682 2.94062 0.77136
C: 0.75606 4.00190 1.03364
C: 0.12561 4.79162 2.00769
C: -1.05113 4.14013 2.31994
C: -1.95827 4.54415 3.45748
C: -3.38705 4.95657 3.09862
C: -1.93557 3.50922 4.58994
C: 2.07898 4.26245 0.37188
C: 1.89137 5.06278 -0.92234
C: 2.86600 2.97989 0.10577
H: 1.76384 -3.54201 3.71742
H: 0.01028 -3.52476 3.49129
H: 0.73137 -2.70614 4.88678
H: 1.15862 -1.92154 1.95910
H: 2.08985 -0.49003 4.48325
H: 2.33670 0.03714 2.80459
H: 3.12192 -1.43041 3.37802
H: -1.62170 -1.75418 4.57504
H: -3.98331 1.26550 3.64493
H: -3.68972 -1.12482 5.52218
H: -4.96918 0.09224 5.58015
H: -3.29072 0.54761 5.92994
H: -4.41878 -1.70151 3.11747
H: -4.45681 -0.43986 1.88805
H: -5.68076 -0.45168 3.17755
H: -3.09193 2.38916 2.24831
H: -5.32970 0.26130 -1.50676
H: -5.02904 2.14557 1.73469
H: -6.84422 1.79275 -0.69079
H: -7.32038 2.36268 0.91219
H: -6.77073 0.68957 0.69191
H: -5.19533 3.68448 -0.89056
H: -3.93600 3.92661 0.32230
H: -5.62115 4.31139 0.71765
H: -1.69048 0.06564 -3.15994
H: -4.67997 -0.03954 -3.82051
H: -3.55199 -1.41593 -3.84159
H: -3.35255 -0.08310 -4.98706
H: -3.81717 2.26299 -3.04103
H: -2.41892 2.18019 -4.14261
H: -2.15560 2.40942 -2.42483
H: 0.48771 5.70736 2.45066
H: -1.48307 5.45380 3.83946
H: -3.99022 4.10824 2.78002
H: -3.38249 5.69265 2.29291
H: -3.86671 5.40729 3.97242
H: -2.55866 2.64860 4.34727
H: -2.30338 3.94828 5.52240
H: -0.92091 3.14291 4.75191
H: 2.64787 4.87799 1.07919
H: 1.33302 4.46494 -1.64574
H: 2.85929 5.30775 -1.36815
H: 1.34804 5.99200 -0.73239
H: 2.42949 2.42036 -0.72411
H: 2.91040 2.33876 0.98858
H: 3.88819 3.21895 -0.19634
I: 1.02603 1.82054 -3.32245

Record 2
C39H59AsN3O6P2Sn as an isolated structure, computed with wB97M-V/def2-TZVPD.

Computed properties:
gap between HOMO and LUMO	5.7	eV
total charge	-1
E_tot	-5270.14343	hartree

Cartesian coordinates (Å):
Sn: -0.27783 1.33503 1.29499
C: 0.96432 -3.55769 -0.51492
C: 1.62468 -2.63998 0.51041
C: 1.88433 -3.38856 1.81919
P: 3.16843 -1.74796 0.03474
C: 3.96203 -2.86798 -1.24501
C: 5.48740 -2.81141 -1.14963
C: 3.51342 -2.66668 -2.68931
C: 2.71174 -0.26304 -0.95298
C: 3.84491 0.53812 -1.18439
C: 3.82313 1.72386 -1.89476
C: 5.06973 2.54215 -2.10635
C: 2.58703 2.14994 -2.37849
C: 1.45398 1.40379 -2.14420
C: 1.46049 0.18444 -1.43551
N: 0.23043 -0.41578 -1.16793
C: -0.43439 -0.99636 -2.17174
C: 0.13139 -1.27175 -3.45547
C: -0.51232 -2.06019 -4.38425
C: -1.77026 -2.61422 -4.14175
C: -2.44011 -3.54085 -5.12274
C: -2.38267 -2.25459 -2.94710
C: -1.79718 -1.43471 -1.98545
P: -2.75976 -0.67759 -0.62946
C: -4.44590 -0.35336 -1.37571
C: -5.38852 -1.52414 -1.71817
C: -4.30216 0.58331 -2.57330
C: -3.19557 -2.05459 0.55203
C: -1.97571 -2.37459 1.40912
C: -4.35151 -1.65757 1.47100
H: -0.04889 -3.80567 -0.18374
H: 1.51290 -4.49968 -0.61436
H: 0.87009 -3.10456 -1.49917
H: 0.94825 -1.80932 0.70332
H: 2.67486 -4.13845 1.69780
H: 0.97918 -3.91432 2.13764
H: 2.17765 -2.70621 2.61763
H: 3.65077 -3.86829 -0.92343
H: 5.86228 -1.83782 -1.47804
H: 5.94370 -3.57059 -1.79281
H: 5.83246 -2.97081 -0.12693
H: 3.88033 -1.71261 -3.07560
H: 2.42965 -2.66187 -2.79118
H: 3.91358 -3.46264 -3.32614
H: 4.79680 0.20910 -0.76938
H: 5.93744 2.05489 -1.65911
H: 4.97599 3.53541 -1.65950
H: 5.27984 2.68441 -3.16929
H: 2.51143 3.08916 -2.91893
H: 0.49176 1.75280 -2.49941
H: 1.11662 -0.88329 -3.68173
H: -0.01409 -2.26753 -5.32849
H: -2.01098 -3.42982 -6.12106
H: -3.51149 -3.33743 -5.20066
H: -2.33238 -4.59348 -4.84149
H: -3.38550 -2.62420 -2.77266
H: -4.91790 0.22893 -0.57788
H: -5.43349 -1.68408 -2.79741
H: -6.40700 -1.30873 -1.38349
H: -5.09241 -2.46819 -1.26086
H: -3.77503 0.08842 -3.39263
H: -3.74269 1.47595 -2.30306
H: -5.28472 0.89689 -2.93938
H: -3.46211 -2.94434 -0.02970
H: -1.75914 -1.53379 2.07433
H: -1.08972 -2.55405 0.80831
H: -2.14930 -3.25439 2.03619
H: -4.14304 -0.69485 1.94957
H: -4.46279 -2.39700 2.26963
H: -5.30716 -1.57574 0.95491
O: 0.46555 -1.47408 4.81001
C: 0.13247 -0.60925 3.99763
O: 0.67302 -0.32719 2.88549
C: -1.09199 0.24121 4.33672
C: -1.75928 0.12695 5.54455
C: -2.83832 0.96635 5.78436
C: -3.22389 1.88133 4.81766
C: -2.51518 1.92106 3.62664
N: -1.47511 1.12059 3.41438
C: -2.88411 2.86711 2.47835
O: -3.79575 3.66499 2.67646
O: -2.19047 2.69457 1.42770
H: -1.41264 -0.60753 6.25743
H: -3.37621 0.90687 6.72316
H: -4.05661 2.55854 4.94222
C: 3.64550 0.56551 2.79264
As: 2.55378 2.02533 3.35828
C: 2.00310 1.72162 5.17568
C: 3.75491 3.52579 3.44952
O: 1.31630 2.48801 2.34245
H: 4.49572 0.49911 3.47267
H: 3.98266 0.76621 1.77688
H: 3.06022 -0.34790 2.80442
H: 2.72491 2.19578 5.84003
H: 1.94031 0.65541 5.38309
H: 1.02331 2.17892 5.30737
H: 4.58927 3.30273 4.11348
H: 3.20465 4.39109 3.81562
H: 4.12212 3.73343 2.44583
C: -1.53297 5.65691 -2.41039
N: -1.24943 4.55669 -1.51711
C: -2.07666 3.37117 -1.62990
C: -0.22220 4.63127 -0.65198
O: 0.17592 3.75302 0.08738
H: -2.60665 5.85131 -2.42345
H: -1.20975 5.44359 -3.43402
H: -1.02585 6.55668 -2.06480
H: -3.11878 3.68860 -1.67611
H: -1.95684 2.74531 -0.74993
H: -1.83858 2.79644 -2.52894
H: 0.25424 5.62723 -0.65609

Record 3
A 10-piece molecular cluster, C39H59N9O3 overall, computed with wB97M-V/def2-TZVPD.

Computed properties:
gap between HOMO and LUMO	7.5	eV
E_tot	-2239.26542	hartree

Cartesian coordinates (Å):
C: 3.55787 4.60181 -1.04791
O: 2.53113 4.29606 -1.88792
C: 1.51274 3.42545 -1.40880
C: 0.78396 2.86249 -2.58912
N: -0.33704 1.96245 -2.20272
H: -0.23199 1.44276 -1.22763
H: -1.14547 2.54954 -2.16069
C: -0.83645 1.04259 -3.27687
C: -2.05187 0.18792 -2.69061
O: -2.03063 -1.00812 -3.52281
C: -3.32354 -1.69652 -3.47092
H: 4.36007 3.86541 -1.24999
H: 3.16477 4.63979 -0.14841
H: 4.17805 5.50375 -1.22857
H: 0.57958 3.91144 -1.06939
H: 1.73157 2.48689 -0.85197
H: 1.49605 2.11104 -3.34029
H: 0.37404 3.22341 -3.38389
H: -0.03792 0.38281 -3.17690
H: -0.84688 1.35472 -4.26901
H: -2.90692 0.72871 -2.91412
H: -2.32218 0.11310 -1.63953
H: -3.29335 -2.50701 -4.05557
H: -4.25149 -1.15784 -3.74482
H: -3.36720 -2.26699 -2.48012
C: 0.04967 0.47686 0.46904
O: -0.79228 1.63009 0.44908
H: 0.09584 0.04022 -0.61437
H: -0.44054 -0.31702 1.05159
H: 0.90060 0.64037 0.69705
N: 0.36497 3.54677 2.00747
C: -0.04714 4.78946 2.25848
C: 1.10506 5.39963 2.74034
C: 2.21599 4.43787 2.59062
C: 1.65910 3.25776 2.15474
H: -0.07889 2.57751 1.36345
H: -1.02625 5.20296 2.09697
H: 1.08263 6.53103 3.01611
H: 3.12212 4.51766 2.91035
H: 2.11140 2.26057 1.80877
N: -2.19366 -0.45109 4.16272
C: -2.53114 -1.17133 5.38678
C: -1.32508 -1.49182 6.00585
C: -0.17853 -1.04823 5.18366
C: -0.87559 -0.43003 4.02378
H: -2.89325 -0.01632 3.52321
H: -3.56059 -1.15095 5.44802
H: -1.34888 -2.14008 6.87309
H: 0.84836 -1.03043 5.54141
H: -0.40813 0.08659 3.11955
N: -3.07441 0.95622 1.55205
C: -3.63737 1.82709 2.45203
C: -4.74872 1.01981 2.87991
C: -4.85520 -0.29603 2.00653
C: -3.75401 -0.19704 1.23854
H: -2.02117 1.38305 1.11218
H: -3.22137 2.68805 2.90505
H: -5.46079 1.20958 3.59400
H: -5.47333 -1.03799 1.98760
H: -3.40761 -0.77943 0.51040
N: -3.72387 3.55454 -2.22029
C: -2.84261 3.82480 -1.12758
C: -1.91808 4.59911 -1.35916
C: -2.02562 4.74431 -2.90621
C: -3.10939 4.12434 -3.38090
H: -4.53627 3.11329 -1.93343
H: -3.14312 3.25907 -0.14115
H: -1.17349 4.74809 -0.57449
H: -1.44150 5.40952 -3.59540
H: -3.39522 3.91033 -4.39534
N: 2.46941 -4.32840 -1.01842
C: 1.48621 -3.49969 -1.49902
C: 0.75127 -4.24782 -2.51331
C: 1.68562 -5.47627 -2.77327
C: 2.61961 -5.44053 -1.76319
H: 2.94519 -3.99389 -0.19711
H: 1.39692 -2.45839 -1.14367
H: -0.09438 -3.87587 -3.14444
H: 1.52099 -6.09947 -3.60239
H: 3.33073 -6.24133 -1.62306
N: -2.42131 -5.59639 0.96855
C: -3.35030 -5.20413 1.95081
C: -3.06877 -3.86488 2.10042
C: -1.84264 -3.55526 1.21514
C: -1.46184 -4.75849 0.63707
H: -2.39169 -6.58804 0.57790
H: -4.00363 -5.88492 2.52221
H: -3.63301 -3.00616 2.72075
H: -1.37435 -2.52720 1.15974
H: -0.66545 -5.02230 -0.03148
N: 5.40342 0.79768 -3.14367
C: 4.20444 0.98610 -2.31206
C: 3.67458 -0.24088 -1.93537
C: 4.56034 -1.22455 -2.65517
C: 5.58224 -0.50224 -3.27684
H: 5.96637 1.44964 -3.46154
H: 3.89599 1.94820 -2.04225
H: 2.71966 -0.32460 -1.20544
H: 4.40495 -2.26896 -2.74888
H: 6.27044 -0.86547 -3.84288
N: 3.13560 -4.40405 2.27965
C: 2.14591 -3.41068 2.21417
C: 2.85196 -2.29512 1.53218
C: 4.27868 -2.74935 1.29532
C: 4.33871 -4.09974 1.65126
H: 2.82817 -5.46181 2.70127
H: 1.16243 -3.58408 2.67100
H: 2.48519 -1.32577 1.36369
H: 4.90304 -2.13974 0.88829
H: 5.10978 -4.87956 1.65056

Record 4
C39H60GeN5O3P3RuS4 as an isolated structure, computed with wB97M-V/def2-TZVPD.

Computed properties:
gap between HOMO and LUMO (alpha / beta)	6.5 / 6.4	eV
multiplicity	5
E_tot	-6810.04277	hartree

Cartesian coordinates (Å):
Ru: 9.50484 -4.68356 15.91286
C: 11.37881 -7.22519 20.88817
C: 12.40643 -7.14831 19.73114
C: 13.27234 -5.90333 19.96517
P: 11.51584 -7.16512 18.15741
C: 12.35103 -7.01237 16.52251
N: 13.07642 -5.88128 16.01139
Ge: 11.99572 -4.43493 15.34862
N: 12.10372 -3.60443 13.62086
C: 10.80969 -3.46890 12.96407
P: 9.36751 -3.03879 14.05991
C: 9.37265 -1.14232 14.11366
C: 10.00971 -0.46285 12.91445
C: 10.02857 -0.55806 15.36806
C: 8.07759 -3.19232 12.74750
C: 7.83332 -4.65121 12.37587
C: 6.75500 -2.47873 12.93403
C: 13.14984 -3.91739 12.75793
C: 13.08122 -4.02037 11.32910
C: 14.17441 -4.45078 10.59902
C: 15.38722 -4.74817 11.22544
C: 15.48894 -4.55410 12.62936
C: 14.38634 -4.18263 13.38299
N: 14.36818 -3.90890 14.76464
C: 15.13106 -4.72598 15.65519
C: 16.40856 -4.45123 15.93616
C: 17.12556 -5.26876 16.80690
C: 16.52488 -6.36714 17.36565
C: 15.16776 -6.70225 17.09280
C: 14.45040 -5.80704 16.27045
C: 14.44368 -2.51660 15.09952
C: 15.41810 -1.71860 14.58056
C: 15.57467 -0.42356 15.07134
C: 14.73473 0.01075 16.12266
C: 13.76554 -0.83087 16.64112
C: 13.56178 -2.11673 16.06859
N: 12.63742 -3.03358 16.47024
C: 11.75860 -2.62129 17.53209
P: 10.22170 -3.60826 17.58914
C: 4.44554 -5.47215 17.47675
C: 5.51872 -4.95285 16.58607
C: 4.80609 -5.80099 18.86584
C: 9.19752 -2.78129 18.91637
C: 8.46591 -1.49492 18.51929
C: 9.90647 -2.50926 20.24062
C: 10.85943 -8.88329 17.71737
C: 8.51459 -8.98025 18.18172
C: 11.99065 -9.93557 17.64854
H: 11.95483 -7.29666 21.85987
H: 10.63517 -8.01367 20.78183
H: 10.85657 -6.29541 20.96001
H: 13.06902 -8.01071 19.70898
H: 12.59538 -5.08623 20.12202
H: 13.91138 -5.65821 19.11223
H: 13.86775 -6.09084 20.86516
H: 11.37168 -7.06733 15.99894
H: 12.88455 -7.97242 16.39587
H: 10.54069 -4.36906 12.39812
H: 10.89688 -2.71671 12.16920
H: 8.29016 -0.89032 14.13641
H: 11.08524 -0.48388 12.94034
H: 9.70621 0.60903 12.92614
H: 9.66225 -0.88991 11.99444
H: 11.08597 -0.83454 15.36680
H: 9.58651 -1.00691 16.29414
H: 9.94625 0.51204 15.36709
H: 8.59587 -2.70484 11.91562
H: 7.34174 -5.17169 13.18886
H: 8.73460 -5.20089 12.12233
H: 7.23652 -4.67228 11.46637
H: 6.44290 -2.42686 13.96043
H: 5.96537 -2.95714 12.34617
H: 6.79226 -1.44024 12.59509
H: 12.19198 -3.77232 10.75388
H: 14.13040 -4.56397 9.52807
H: 16.25112 -5.13245 10.65964
H: 16.44708 -4.71284 13.09698
H: 16.85792 -3.65583 15.31264
H: 18.15985 -5.01873 17.10028
H: 17.12817 -6.97730 18.06770
H: 14.66803 -7.49565 17.62782
H: 16.10012 -2.13919 13.84213
H: 16.39325 0.18618 14.75090
H: 14.85033 1.03080 16.49760
H: 13.12064 -0.49054 17.44994
H: 11.44152 -1.60304 17.46303
H: 12.29130 -2.71793 18.50305
H: 3.51617 -5.81968 17.01327
H: 5.96896 -5.72471 15.94867
H: 6.35664 -4.55636 17.19778
H: 5.11269 -4.13976 16.01215
H: 4.13831 -6.47877 19.38046
H: 4.90236 -4.91723 19.51058
H: 5.83049 -6.24679 18.87888
H: 8.43881 -3.56741 19.11591
H: 9.19297 -0.68983 18.43197
H: 7.76154 -1.21280 19.31112
H: 7.85999 -1.55246 17.61639
H: 10.45719 -1.55853 20.27397
H: 10.51849 -3.35358 20.54186
H: 9.07738 -2.41854 20.97208
H: 10.43918 -8.72306 16.73693
H: 8.02552 -9.92083 17.95924
H: 8.51375 -8.34168 17.35611
H: 7.97754 -8.49962 19.01306
H: 12.66056 -9.81741 18.48226
H: 12.58118 -9.86072 16.72579
H: 11.48404 -10.91225 17.66570
S: 8.90008 -7.06819 15.05262
S: 9.07146 -7.93647 13.26382
S: 7.23560 -8.36881 12.20838
S: 5.61396 -8.11975 13.21734
O: 9.88741 -9.34305 18.58875
N: 10.23039 -6.14459 18.38729
O: 10.87792 -4.83316 18.56625
O: 9.38538 -6.14217 17.26321